No. 1
Molecular formula: C22H51BrN3O2PS
Method: DFT, ωB97M-V with the def2-TZVPD basis set

Computed properties:
- Molecular weight: 532.6 g mol⁻¹
- F_max: 0.0261 Eh/bohr
- LUMO energy: 0.41 eV
- HOMO level: -7.859 eV
- E: -4497.01178 hartree
- SMILES: C#CCCC[PH](S)(Br)OCCNC[C@H](C)O.CCN(CC)CC.CCN(CC)CC

Structure (ORCA input):
```
! RIJCOSX wB97M-V def2-TZVPD def2/J DEFGRID3
* xyz 0 1
C 3.24592 -4.66874 -2.18549
C 3.24359 -3.47353 -2.01550
C 3.19506 -1.97640 -1.90778
C 2.45475 -1.63138 -0.56656
C 0.88960 -1.61140 -0.75552
P 0.06222 -0.40739 0.40034
S -0.70783 0.84932 -1.21977
Br 0.90012 -1.64067 2.21580
O -1.43333 -0.57167 1.08895
C -2.27926 -1.51494 0.40591
C -2.44567 -2.75662 1.31824
N -3.48091 -3.72083 0.86686
C -3.56164 -3.87207 -0.60174
C -4.71716 -2.99467 -1.22567
C -5.68992 -3.89355 -2.03438
O -4.18974 -1.97699 -2.08970
H 3.44886 -5.72701 -2.15700
H 4.22087 -1.56152 -1.88266
H 2.68305 -1.53156 -2.77969
H 2.76315 -2.40584 0.15571
H 2.77248 -0.64741 -0.16574
H 0.51066 -2.64515 -0.61734
H 0.70769 -1.31912 -1.80621
H 0.83768 0.69034 0.84417
H -1.47261 0.03651 -1.99799
H -3.29098 -1.11826 0.19917
H -1.84541 -1.78567 -0.57397
H -1.46408 -3.23583 1.52065
H -2.78341 -2.36441 2.30225
H -3.14737 -4.62573 1.19627
H -3.87631 -4.92284 -0.78342
H -2.60053 -3.74420 -1.14320
H -5.22413 -2.54401 -0.35177
H -5.08482 -4.59646 -2.64518
H -6.31892 -4.47086 -1.33428
H -6.32546 -3.30929 -2.72103
H -3.76099 -2.44634 -2.81843
C -3.18104 2.81856 6.63322
C -1.81282 2.76026 5.96686
N -1.11947 1.49945 6.17201
C 0.27672 1.54303 5.76120
C 0.58606 1.75507 4.27663
C -1.84868 0.30116 5.78587
C -2.31051 0.18200 4.33032
H -3.10711 2.62117 7.70370
H -3.60800 3.81533 6.50337
H -3.88290 2.10940 6.19187
H -1.20356 3.56081 6.39873
H -1.93015 2.99646 4.89919
H 0.77234 0.62625 6.09536
H 0.76327 2.34605 6.32540
H 0.41187 0.85304 3.68998
H 1.64286 2.00975 4.15530
H 0.00835 2.57318 3.84140
H -2.72976 0.21662 6.42874
H -1.24772 -0.57732 6.03808
H -2.73362 1.11220 3.94707
H -3.08769 -0.58358 4.25361
H -1.50034 -0.12669 3.67225
C 2.52692 1.89679 -1.98842
C 3.65291 2.38833 -2.88666
N 3.65333 1.76373 -4.19937
C 4.86528 2.03340 -4.96107
C 5.14482 3.47968 -5.37671
C 2.40918 1.85787 -4.94812
C 1.86097 3.25594 -5.25436
H 2.55878 0.81334 -1.87268
H 2.62883 2.34481 -0.99617
H 1.54693 2.18018 -2.36723
H 4.59985 2.14917 -2.39122
H 3.60174 3.48468 -2.95024
H 4.86828 1.40335 -5.85597
H 5.71565 1.68101 -4.36769
H 4.51492 3.79442 -6.20802
H 6.18045 3.57115 -5.71441
H 5.01397 4.18360 -4.55330
H 1.63871 1.30604 -4.40080
H 2.51727 1.30747 -5.88722
H 1.92530 3.92785 -4.39745
H 0.80637 3.18380 -5.53134
H 2.37621 3.71745 -6.09595
*
```


No. 2
Molecular formula: C22H52BO13S4
Method: DFT, ωB97M-V with the def2-TZVPD basis set

Computed properties:
- Molecular weight: 663.7 g mol⁻¹
- F_max: 0.0211 Eh/bohr
- LUMO energy: 1.89 eV
- HOMO level: -4.839 eV
- E: -3465.05523 hartree

Structure (ORCA input):
```
! RIJCOSX wB97M-V def2-TZVPD def2/J DEFGRID3
* xyz -1 1
C 5.49433 -5.53648 -0.34482
C 5.06087 -4.71576 -1.11376
C 4.52329 -3.64428 -1.93646
C 5.15478 -2.29152 -1.63372
C 4.50190 -1.11790 -2.38413
B 2.87863 -0.87497 -2.18691
C 2.47472 -0.46766 -0.62990
C 2.27523 -1.57310 0.41754
C 0.83025 -2.00926 0.57793
C 0.19568 -2.40750 -0.69943
O -0.98331 -3.19966 -0.49321
C -1.54508 -3.70289 -1.67347
H 6.11672 -6.20246 0.21720
H 4.66252 -3.89235 -2.98837
H 3.45113 -3.61742 -1.75699
H 5.19118 -2.10593 -0.56290
H 6.19795 -2.37620 -1.95016
H 4.68143 -1.31114 -3.44511
H 5.07110 -0.21831 -2.14558
H 2.26789 -1.88582 -2.57325
H 2.49162 0.03974 -2.94042
H 1.53589 0.09057 -0.66623
H 3.21231 0.22489 -0.22484
H 2.88822 -2.45389 0.23638
H 2.57362 -1.19554 1.39533
H 0.81281 -2.88989 1.22179
H 0.25230 -1.25224 1.10843
H 0.91981 -2.97143 -1.28237
H -0.08404 -1.52234 -1.27221
H -2.62386 -3.56119 -1.65054
H -1.15403 -3.20202 -2.55769
H -1.33264 -4.76903 -1.78022
O -0.56590 3.29656 -3.69999
S -1.67169 3.58150 -2.83998
O -1.45999 4.38363 -1.67264
O -2.39912 2.24098 -2.45509
C -1.62702 1.16613 -1.83953
C -1.27092 1.43809 -0.39661
C -2.99646 4.27207 -3.76947
H -0.74138 0.95747 -2.44152
H -2.28000 0.29781 -1.90261
H -0.57521 2.27088 -0.30526
H -0.79511 0.55853 0.03636
H -2.15923 1.69347 0.17916
H -3.16878 3.65650 -4.64726
H -2.68388 5.27325 -4.05674
H -3.87800 4.31778 -3.13564
O 2.88383 8.04092 1.98964
S 1.46414 8.13461 1.82578
O 0.60616 7.39580 2.69913
O 1.09711 7.85611 0.32171
C 1.55180 6.61231 -0.29324
C 0.78272 5.39195 0.15180
C 0.97465 9.82483 1.84777
H 2.62315 6.51076 -0.11867
H 1.40820 6.78365 -1.35715
H 0.95739 5.17263 1.20527
H 1.10275 4.53340 -0.43567
H -0.28210 5.53817 0.01254
H 1.61529 10.38708 1.17520
H 1.09542 10.16892 2.87226
H -0.06714 9.88722 1.54777
O -4.40134 2.69592 0.68542
S -5.77557 2.42437 0.40536
O -6.53498 3.35869 -0.36975
O -6.52347 2.13440 1.77293
C -6.40645 3.13180 2.81653
C -7.22563 4.37804 2.55465
C -5.94152 0.82074 -0.28938
H -5.35165 3.36646 2.96274
H -6.75742 2.62078 3.70968
H -6.85593 4.92528 1.69010
H -7.17337 5.03294 3.42447
H -8.26696 4.11940 2.36429
H -5.37900 0.11477 0.31473
H -5.52874 0.88084 -1.29423
H -6.99570 0.56198 -0.32581
O 2.50542 -5.90860 1.61995
S 1.38248 -6.70357 2.00461
O 0.80181 -6.52988 3.30366
O 1.77621 -8.23907 1.81601
C 2.98668 -8.68412 2.46133
C 2.85456 -8.82880 3.96407
C 0.13406 -6.63122 0.77844
H 3.79859 -8.00637 2.19273
H 3.19537 -9.64757 2.00076
H 2.69263 -7.86618 4.44416
H 3.76834 -9.26657 4.36798
H 2.01006 -9.47079 4.21428
H 0.59168 -6.79387 -0.19282
H -0.29821 -5.63323 0.82360
H -0.61582 -7.38659 1.00025
*
```


No. 3
Molecular formula: C22H52F3INO9S6
Method: DFT, ωB97M-V with the def2-TZVPD basis set

Computed properties:
- Molecular weight: 851.0 g mol⁻¹
- F_max: 0.0369 Eh/bohr
- LUMO energy: -1.77 eV
- HOMO level: -10.730 eV
- E: -4587.38647 hartree

Structure (ORCA input):
```
! RIJCOSX wB97M-V def2-TZVPD def2/J DEFGRID3
* xyz 1 1
C -3.82484 2.55919 1.10977
C -2.47468 2.65756 1.80991
N -2.45348 2.49343 3.34622
C -3.44143 1.48635 3.81662
C -3.23649 0.10024 3.23457
O -2.31308 -0.60496 3.52305
O -4.27009 -0.26445 2.45782
C -4.07862 -1.43568 1.67081
C -3.90380 -1.12785 0.22531
O -4.12414 -2.52643 2.14592
C -1.01682 2.05564 3.60489
C -0.35961 2.01474 4.99457
C 0.42621 0.70482 5.09960
I -1.49534 2.20105 6.79273
C -2.78408 3.84334 3.92398
F -3.53432 3.71365 5.01496
F -1.64599 4.48823 4.17772
F -3.49157 4.54879 3.02188
H -3.80491 3.27287 0.29813
H -4.68244 2.81966 1.70786
H -3.94320 1.60629 0.64062
H -1.82288 1.90160 1.39766
H -1.97780 3.58047 1.57117
H -4.45801 1.79870 3.65726
H -3.34723 1.33975 4.88128
H -2.87116 -0.90492 -0.00929
H -4.53475 -0.27295 -0.01261
H -4.27934 -1.95488 -0.34766
H -0.87242 1.10096 3.13535
H -0.43019 2.72045 2.99247
H 0.38148 2.79173 5.04317
H 1.09678 0.79801 5.94018
H 0.98895 0.52014 4.19487
H -0.24377 -0.10864 5.33458
C -4.03628 0.24590 -3.30116
S -4.70114 1.69261 -2.48483
O -5.44075 1.19571 -1.28528
C -5.92944 2.11294 -3.72329
H -3.27641 -0.18508 -2.65756
H -4.83287 -0.47989 -3.47248
H -3.57991 0.54239 -4.24539
H -6.60628 1.27094 -3.86396
H -5.42606 2.36053 -4.65723
H -6.48654 2.97740 -3.36889
C 2.76156 0.66456 -0.08013
S 1.35835 1.76505 -0.14587
O 0.44974 1.39542 0.99757
C 0.62249 1.07418 -1.62830
H 3.34365 0.90076 0.80851
H 2.41251 -0.36602 -0.03557
H 3.37481 0.81879 -0.96503
H 0.40745 0.01599 -1.48338
H 1.31238 1.20713 -2.46041
H -0.30259 1.61258 -1.82902
C -0.74293 -1.80036 -5.32182
S -1.47101 -2.39823 -3.79451
O -1.39183 -1.28097 -2.80656
C -0.14092 -3.51971 -3.37510
H -1.40165 -1.03894 -5.73413
H 0.23671 -1.36954 -5.11405
H -0.65627 -2.62685 -6.02627
H 0.78797 -2.95348 -3.30159
H -0.06045 -4.29967 -4.13249
H -0.37140 -3.97401 -2.41374
C 5.23812 5.95949 0.33761
S 3.90785 4.77164 0.54237
O 4.18809 3.63592 -0.37657
C 2.63532 5.77558 -0.23316
H 6.15001 5.50934 0.72279
H 5.36038 6.19242 -0.71977
H 5.00818 6.86145 0.90434
H 2.93303 6.02111 -1.25235
H 2.48492 6.68393 0.35021
H 1.71666 5.19277 -0.24883
C 4.91752 -2.90858 -3.15827
S 3.52819 -3.02980 -2.03140
O 2.67086 -1.82255 -2.24612
C 4.47734 -2.75727 -0.53553
H 4.53929 -3.01426 -4.17285
H 5.39756 -1.93707 -3.04300
H 5.62114 -3.71214 -2.94286
H 4.98555 -1.79372 -0.59406
H 5.19817 -3.56390 -0.41042
H 3.79136 -2.75520 0.30973
C 2.69253 -6.49473 0.15869
S 4.37322 -6.77823 0.73261
O 5.25234 -5.80522 0.02398
C 4.58082 -8.36741 -0.07471
H 2.36734 -5.52047 0.51797
H 2.66465 -6.50829 -0.93115
H 2.03916 -7.26670 0.56431
H 4.43400 -8.25504 -1.14872
H 3.86413 -9.07703 0.33748
H 5.59241 -8.71313 0.12428
*
```


No. 4
Molecular formula: C22H52F5N4O11S3
Method: DFT, ωB97M-V with the def2-TZVPD basis set

Computed properties:
- Molecular weight: 739.9 g mol⁻¹
- F_max: 0.1644 Eh/bohr
- LUMO energy: -2.39 eV
- HOMO level: -9.526 eV
- E: -3609.56683 hartree

Structure (ORCA input):
```
! RIJCOSX wB97M-V def2-TZVPD def2/J DEFGRID3
* xyz 1 1
N -0.35672 -0.25394 1.09655
S -1.10596 -0.11844 -0.22790
O -2.17809 -1.06636 -0.50323
O -0.34933 0.42775 -1.29548
F -1.99187 1.15064 0.28214
S 0.31207 -1.77644 0.78922
O 1.29835 -1.94129 -0.22206
O -0.55100 -2.89487 0.96713
F 1.21384 -1.76359 2.12094
C -6.06949 1.23160 3.03007
O -5.44020 -0.03929 3.21031
C -4.65182 -0.42070 2.06172
C -3.48519 -1.25968 2.54289
N -2.38755 -0.40537 3.17853
H -1.64914 -0.36821 2.47502
H -2.78200 0.50760 3.38392
C -1.81950 -0.85123 4.51339
C -1.59199 -2.30372 4.83375
O -2.80408 -3.05913 4.80298
C -2.64732 -4.45300 5.09033
H -6.71322 1.26008 3.90770
H -6.67829 1.30954 2.12704
H -5.32471 2.02933 2.99699
H -4.32932 0.46170 1.50464
H -5.39138 -0.99398 1.50135
H -3.04268 -1.76971 1.68672
H -3.80340 -2.04803 3.22079
H -2.18709 -0.22637 5.32511
H -0.84521 -0.39041 4.31355
H -1.14144 -2.32077 5.82920
H -0.93577 -2.82125 4.12893
H -2.09836 -4.56906 6.02869
H -1.98376 -4.92880 4.36369
H -3.62510 -4.92147 5.14317
C 1.47779 -0.07724 6.07751
O 1.58128 1.00023 5.14486
C 2.52324 0.76349 4.11726
C 2.44688 1.74728 2.96370
N 1.04693 1.88344 2.39420
H 0.69933 1.04678 1.91500
H 0.33989 2.00910 3.11339
C 0.70962 3.01030 1.41539
C 1.60306 4.22712 1.57091
O 1.77552 4.66662 2.89058
C 0.74838 5.42554 3.47826
H 2.38042 -0.10989 6.69080
H 1.22669 -1.05156 5.65720
H 0.69688 0.23300 6.77228
H 2.59696 -0.25882 3.73874
H 3.51369 0.94464 4.54872
H 3.12772 1.37190 2.19759
H 2.89051 2.72093 3.15888
H -0.33226 3.31893 1.49775
H 0.90286 2.60312 0.42308
H 1.31849 4.98665 0.83838
H 2.60660 3.88150 1.31006
H 0.52459 6.23363 2.77766
H 1.16203 5.84282 4.39522
H -0.17387 4.89894 3.73910
C -0.10994 -0.22083 -8.01297
C 0.66199 -0.63682 -6.77445
C 1.84721 -1.59462 -7.08767
N 2.48310 -2.27667 -5.90655
C 3.15035 -1.22111 -4.97587
C 3.67372 -1.87811 -3.68813
C 2.50129 -2.60398 -2.97650
C 2.07471 -3.76810 -3.88123
C 1.50004 -3.24197 -5.18604
C 3.63246 -3.13140 -6.45193
H -0.26733 -1.06806 -8.68594
H 0.53745 0.38911 -8.64489
H -1.07783 0.21612 -7.78377
H 0.06019 -1.14785 -6.02306
H 1.12797 0.18301 -6.22442
H 2.65881 -1.15062 -7.66230
H 1.34307 -2.35882 -7.68364
H 2.39217 -0.48313 -4.71511
H 3.87188 -0.68261 -5.58893
H 3.99006 -0.98433 -3.14834
H 4.44403 -2.63862 -3.80111
H 1.71213 -1.87319 -2.79542
H 2.64007 -3.12736 -2.03127
H 1.36613 -4.36219 -3.29894
H 2.76305 -4.58350 -4.11501
H 0.56177 -2.70201 -5.08827
H 1.37468 -4.03304 -5.92582
H 3.28589 -3.75625 -7.27087
H 4.20142 -3.67792 -5.70518
H 4.30446 -2.34410 -6.79369
C -2.44656 4.62480 -0.73495
F -2.70861 3.38499 -1.14475
F -3.39421 5.41987 -1.13124
F -2.36844 4.65703 0.60138
S -0.78247 5.14624 -1.54092
O -0.27483 6.25528 -0.70065
O 0.10607 3.95252 -1.53423
O -1.09248 5.58664 -2.92167
*
```


No. 5
Molecular formula: C22H52NO16P3S
Method: DFT, ωB97M-V with the def2-TZVPD basis set

Computed properties:
- Molecular weight: 711.6 g mol⁻¹
- F_max: 0.2026 Eh/bohr
- LUMO energy: -2.97 eV
- HOMO level: -8.875 eV
- E: -3549.67809 hartree
- SMILES: CCCCCCCC[C@@H]1OS(=O)(=O)O[C@H]1N=C(C)C.COP(=O)(OC)OC.COP(=O)(OC)OC.COP(=O)(OC)OC

Structure (ORCA input):
```
! RIJCOSX wB97M-V def2-TZVPD def2/J DEFGRID3
* xyz 0 1
C 2.09669 0.05995 2.01222
C 2.04919 -1.38757 1.23401
C 2.51470 -1.10035 -0.32347
C 1.24923 -0.99274 -1.38495
C 1.53963 0.03889 -2.62522
C 1.50931 1.62932 -2.23346
C 0.32302 2.07179 -1.19333
C -1.09398 2.50859 -1.96361
C -2.38945 2.51844 -0.94666
O -2.17181 3.09644 0.41938
S -3.45445 2.38505 1.34747
O -4.45869 3.49662 1.78590
O -2.77890 1.61161 2.54609
O -4.04854 1.17772 0.26953
C -2.87135 0.99032 -0.60043
N -3.04887 0.28557 -1.92681
C -3.39852 -1.03348 -1.77884
C -4.12953 -1.77577 -3.08680
C -3.13383 -1.98067 -0.46771
H 1.34269 0.09593 2.93500
H 3.17643 0.35076 2.40371
H 1.72755 0.87332 1.23299
H 2.85516 -2.08336 1.76432
H 1.01266 -1.92493 1.32768
H 3.24856 -0.17446 -0.40364
H 3.14585 -2.05938 -0.65052
H 0.20587 -0.80627 -0.84671
H 1.15336 -2.07868 -1.86854
H 2.65256 -0.19106 -2.99144
H 0.85759 -0.24155 -3.56408
H 1.29700 2.22077 -3.24876
H 2.53255 2.06032 -1.83489
H 0.11678 1.32220 -0.31911
H 0.69684 3.07993 -0.67424
H -0.91990 3.64810 -2.27309
H -1.26455 1.92899 -2.96754
H -3.27488 3.20740 -1.35414
H -2.06114 0.62182 0.16155
H -5.27410 -1.53809 -3.14777
H -3.94844 -2.93685 -3.04184
H -3.52964 -1.39046 -4.04239
H -2.03456 -2.40369 -0.54597
H -3.38989 -1.49103 0.56382
H -3.86418 -2.91900 -0.57117
C -5.37304 5.61855 6.52951
O -5.09274 4.54696 7.41102
P -3.67383 3.66394 6.96411
O -4.16188 2.46714 7.78592
O -2.74156 4.63621 7.91799
C -3.23574 5.08410 9.16635
O -2.25491 2.78103 6.51707
C -2.36378 2.16001 5.25163
H -6.25307 6.15414 6.89361
H -4.52477 6.30937 6.48990
H -5.57876 5.22765 5.52884
H -3.96104 4.39279 9.60563
H -3.68976 6.06821 9.03833
H -2.39592 5.18547 9.86476
H -2.52549 2.92185 4.48161
H -3.19735 1.45244 5.24946
H -1.43607 1.62742 5.03915
C -2.42122 -7.07135 0.73259
O -1.52994 -6.00009 0.48369
P 0.09076 -6.34639 0.97986
O 0.39715 -4.84626 1.02008
O 0.44754 -6.93547 -0.52015
C -0.08708 -6.30810 -1.67072
O 1.71138 -6.69285 1.47608
C 1.82971 -6.91668 2.86703
H -3.41163 -6.80056 0.35892
H -2.08017 -7.97605 0.21921
H -2.48162 -7.25727 1.80881
H -0.28622 -5.24341 -1.51667
H -1.00560 -6.82021 -1.96236
H 0.63176 -6.40435 -2.49374
H 1.21391 -7.77562 3.15425
H 1.50595 -6.03089 3.42024
H 2.87314 -7.12943 3.10252
C 7.04586 2.63625 -7.36135
O 5.83495 1.90785 -7.27737
P 5.47034 1.39555 -5.66573
O 4.53655 0.31637 -6.22188
O 4.60800 2.77723 -5.39805
C 3.81000 3.32302 -6.43175
O 5.10589 0.88332 -4.05405
C 6.07170 -0.00117 -3.52140
H 7.19118 2.96153 -8.39428
H 7.00542 3.51622 -6.71146
H 7.88175 1.99586 -7.06527
H 3.45387 2.56442 -7.13506
H 4.38524 4.08283 -6.96350
H 2.93478 3.81031 -5.98467
H 7.04678 0.49647 -3.48889
H 6.13894 -0.90159 -4.13802
H 5.77657 -0.27714 -2.50839
*
```


What is the formula in the fifth record?
C22H52NO16P3S


What is the E in the second record?
-3465.05523 hartree


What is the formula in the fifth record?
C22H52NO16P3S